C4H13N2O2 | wB97M-V/def2-TZVPD

Output
* multiplicity: 3
* total charge: +1
* gap between HOMO and LUMO (spin up / spin down): 0.181 / 0.269 Ha
* HOMO (spin up / spin down): -0.2970 / -0.5117 Ha
* DFT total energy: -11420.8566 eV
* ΔE to the lowest compared entry with this formula, charge and spin: 1.631 eV

CARTESIAN COORDINATES (ANGSTROEM)
C1 -1.56268 1.58624 -0.10856
C2 -1.50802 0.57976 -1.21778
C3 0.63549 -0.97220 2.24631
C4 1.11779 0.36423 -1.57031
N1 1.35326 -1.54295 3.15639
N2 -0.28239 -0.27343 -1.25258
O1 0.51197 -1.29110 1.08601
O2 2.16642 -0.44713 -1.32562
H1 -1.78275 1.28966 0.83550
H2 -0.66267 2.12822 -0.25628
H3 -2.48470 2.27683 -0.23674
H4 -1.83437 0.99482 -2.18183
H5 -2.46399 -0.19282 -0.95973
H6 -0.04592 -0.19635 2.49167
H7 1.03011 1.26116 -0.88872
H8 1.46095 -1.14924 4.08863
H9 1.90584 -2.34107 2.96452
H10 -0.21731 -0.62819 -0.28086
H11 -0.35321 -1.12606 -1.84187
H12 0.88096 0.72998 -2.59682
H13 2.13520 -1.05036 -2.15131

And the natural (NBO) charges, in e, turn out to be: -0.65, -0.24, 0.05, 0.11, -0.81, -0.57, -0.25, -0.63, 0.23, 0.21, 0.26, 0.24, 0.23, 0.22, 0.20, 0.42, 0.40, 0.46, 0.43, 0.18, 0.49